A molecular structure, C20H39NNaO8S4. Source: OMol25; level of theory: ωB97M-V/def2-TZVPD.

The value obtained for the frontier orbital gap is 10.484 eV. The net charge is +1. The HOMO energy comes out at -12.6 eV.

Geometry (Å):
H 5.04 0.58 1.77
C -0.24 -1.47 4.39
H 5.17 2.82 2.00
C -2.14 2.45 -1.59
C 4.13 2.51 1.88
C 3.41 3.26 0.77
H 1.78 -3.49 -4.82
S 3.85 0.89 -0.22
C -1.23 3.42 -2.31
H -0.26 3.44 -1.81
H 2.33 3.13 0.91
C 2.26 -2.80 -4.13
H -0.13 0.85 -4.02
H -0.16 3.30 -4.23
H -1.84 0.93 -4.32
H 4.36 -0.24 -4.00
H -2.20 2.50 -0.50
H 3.69 2.69 2.86
O -2.73 -3.74 -0.98
C -4.25 -1.71 -0.19
O 2.54 0.37 -0.55
H -1.63 -1.20 6.02
O 2.06 -0.08 4.33
H -2.72 -3.50 2.30
O -1.68 -2.02 0.47
O -0.24 0.63 -1.31
H -1.99 1.28 5.34
H -0.51 -2.09 3.54
H -2.30 -0.84 4.40
C -1.06 0.73 5.24
H -3.53 -4.66 1.28
H -4.34 -1.56 -1.26
Na 0.49 -1.18 0.07
H -3.14 2.41 -2.03
O 5.00 0.26 -0.78
N 0.36 -2.17 -2.42
H -0.85 1.44 3.16
H 3.55 4.34 0.77
S -1.46 0.86 -2.07
H 3.00 -3.35 -3.54
H 2.03 -1.17 -5.47
H -5.58 -3.60 2.27
C -1.42 -0.76 5.04
H -0.45 0.88 6.13
H 4.94 2.84 -0.67
H 3.29 -0.86 -2.80
C 4.06 0.99 1.57
C -1.06 2.92 -3.75
H 2.68 0.41 -3.84
H -1.61 4.44 -2.24
C -3.49 -3.60 1.54
H -6.23 -1.74 0.65
H 0.37 -2.11 5.04
H 3.55 -1.88 -5.52
O -2.48 -0.15 -2.10
C -0.25 1.20 4.03
C -4.82 -2.96 1.86
C -5.37 -2.41 0.54
H 0.40 2.02 4.33
C 3.31 -0.48 -3.83
H -4.00 -0.78 0.32
S 0.80 -0.21 3.65
C -1.04 1.38 -3.74
H -4.66 -2.12 2.54
H 3.22 0.49 2.05
S -2.85 -2.78 0.08
H 3.30 2.87 -1.43
C 3.87 2.65 -0.54
C 2.80 -1.55 -4.79
O 0.78 -0.42 2.22
C 1.20 -2.45 -3.15
H -1.91 3.21 -4.37
H -5.76 -3.24 -0.07

=====

A molecular structure, C20H40AsMnN5O3. Source: OMol25; level of theory: ωB97M-V/def2-TZVPD.

The expectation value of S² is 0.8540. The value obtained for the frontier orbital gap (spin up / spin down) is 8.786 / 8.483 eV. Its energy above the lowest of the compared OMol25 structures with the same formula, charge and spin is 17.8 kcal per mole. As for the spin multiplicity: 2. The net charge is +2. The HOMO energy (spin up / spin down) comes out at -13.0 / -12.7 eV.

Geometry (Å):
O 1.32 0.06 -0.40
C 2.83 -2.12 0.64
H 4.89 0.84 1.33
H 3.82 -1.99 -1.30
C 0.38 -5.47 -0.25
H 3.16 5.06 -1.83
N -6.25 -1.66 -3.41
C -2.75 -1.49 -1.07
H -5.76 1.40 0.26
H -7.09 -3.01 -0.63
H 3.09 5.46 2.08
C -6.56 -1.72 -2.12
C 1.72 -5.68 0.02
H 4.45 4.46 0.26
C 2.14 -0.64 -1.30
H -6.72 -0.75 -0.38
C 2.78 4.78 2.87
N -6.40 -0.66 -1.34
Mn -0.06 -1.23 -0.39
N -7.09 -2.84 -1.62
H -6.06 1.23 -2.19
C 2.72 4.40 -1.08
As 3.12 2.53 1.07
C 3.83 3.73 -0.27
C -0.10 -4.18 -0.24
N 0.67 -3.11 0.03
H 2.14 -6.67 0.02
H 1.54 -1.42 -1.84
H -0.29 -6.29 -0.47
H -1.37 0.42 1.29
H -5.93 -0.80 -3.82
C 2.52 -4.58 0.30
H 2.48 0.02 -2.11
H -4.52 -0.73 0.78
C 3.30 -1.33 -0.60
O -3.85 -1.96 -1.35
H -1.13 -3.96 -0.49
H 5.50 3.36 3.01
C 4.59 1.65 1.98
H -1.90 -1.11 1.48
H 6.56 1.98 2.77
H 1.75 2.87 3.10
H 3.65 4.50 3.45
H -7.31 -3.62 -2.22
N -1.58 -0.44 0.78
C -4.01 0.18 0.46
H -3.77 0.75 1.37
C -5.51 0.46 -1.65
H 4.02 -0.57 -0.28
H 2.27 1.44 0.42
H 4.49 3.14 -0.90
C 5.77 2.56 2.31
H -4.40 1.97 -0.67
H -4.71 0.08 -2.28
H 6.18 3.02 1.41
C 2.05 3.56 2.31
C 1.97 -3.31 0.32
H 2.08 5.02 -0.44
O -1.61 -1.96 -1.40
H 1.15 3.85 1.77
H -6.17 -2.50 -3.96
H -2.34 0.60 -0.86
C -2.69 -0.21 -0.20
H 2.10 3.67 -1.59
H 4.16 1.20 2.88
H 3.71 -2.47 1.18
C -4.93 1.06 -0.38
H 3.57 -4.71 0.53
H 2.11 5.33 3.53
H 2.28 -1.45 1.30

=====

5 unconnected molecules or ions with the total composition C20H40BN6O2. Source: OMol25; level of theory: ωB97M-V/def2-TZVPD.

The value obtained for the frontier orbital gap is 9.183 eV. The net charge is +1. The HOMO energy comes out at -12.6 eV.

Geometry (Å):
C -5.84 1.46 5.31
H 1.89 -6.89 -4.25
C -1.71 3.96 3.47
H -0.11 -1.40 0.98
H -0.46 2.28 3.00
N -0.83 -4.94 -3.66
H 1.60 1.03 0.20
H -0.87 5.85 4.14
C 3.76 2.89 0.91
H -1.87 3.58 4.48
C 3.98 4.62 -0.86
H -4.86 -0.48 2.59
C -3.41 0.39 3.80
H 0.48 -5.99 -2.34
B 3.02 -4.86 -3.12
C 0.81 -0.96 0.59
H -1.59 5.92 2.52
C 1.14 -1.55 -0.78
C -1.70 5.49 3.52
C -0.41 3.37 2.93
N 0.02 4.05 0.45
H 1.87 4.53 -1.38
C -0.34 -3.87 -4.51
H -0.87 -2.96 -4.23
C 4.11 3.15 -0.48
H -1.27 -4.58 -2.82
C 0.68 0.56 0.56
H -4.89 1.94 5.57
H -0.56 -4.04 -5.56
H 4.33 4.75 -1.89
H 2.60 -4.74 -5.15
H -6.81 0.55 3.62
N -2.35 0.79 3.97
N -0.78 -1.22 -2.52
O 2.89 -4.18 -1.98
H 1.29 -2.63 -0.68
H 1.43 -2.96 -5.21
H 0.82 -6.10 -5.39
H 1.61 -1.24 1.28
H 2.18 5.06 0.27
H -2.62 5.87 3.95
H 2.06 -1.12 -1.17
C -0.17 3.74 1.54
C 1.22 -6.05 -4.38
H -6.02 0.64 6.00
H -0.14 0.88 -0.07
H 0.44 3.69 3.54
H 1.97 -4.08 -1.69
H -2.56 3.63 2.87
H 2.47 6.16 -1.06
O 4.08 -5.68 -3.25
H 3.47 2.54 -1.13
H -4.93 -0.96 4.27
N 3.46 2.69 2.01
H 1.29 -2.89 -3.48
N 2.03 -4.76 -4.31
H 4.17 -6.02 -4.15
H -5.67 1.81 3.19
C -4.77 -0.11 3.61
H -0.41 -6.96 -3.47
H 0.50 0.94 1.56
H -6.63 2.20 5.45
C -5.83 0.97 3.86
C 2.54 5.12 -0.75
H 5.14 2.81 -0.65
C 1.14 -3.54 -4.34
H 4.62 5.23 -0.23
C 0.11 -6.01 -3.37
C 0.07 -1.35 -1.76

=====

7 unconnected molecules or ions with the total composition C20H40Br4O6. Source: OMol25; level of theory: ωB97M-V/def2-TZVPD.

The value obtained for the frontier orbital gap is 9.645 eV. Its energy above the lowest of the compared OMol25 structures with the same formula, charge and spin is 0.0 kcal per mole. The net charge is 0. The HOMO energy comes out at -9.4 eV. As for the SMILES: CCOC(C)=O.CC(C)=O.CC(C)=O.CC(C)=O.CC(C)=O.BrCCBr.BrCCBr.

Geometry (Å):
C -20.86 0.85 -0.43
H -27.10 -2.58 2.34
C -22.52 -4.65 -0.08
H -26.29 -4.51 4.55
Br -24.48 -3.15 3.58
H -19.09 -5.04 -0.78
Br -19.00 -5.29 4.11
H -18.31 -0.12 7.80
H -22.86 -3.76 -0.63
H -18.92 3.25 -2.10
H -18.56 1.57 -1.78
H -26.48 -0.06 6.92
H -15.79 0.19 7.82
H -19.96 -2.86 2.96
H -15.80 0.54 6.10
O -20.18 -1.79 5.21
C -20.49 -1.26 4.17
H -23.26 -5.43 -0.21
H -20.82 -1.62 2.02
C -19.38 2.27 -1.95
O -20.80 3.23 -0.27
H -26.68 -0.32 8.68
H -21.38 0.62 3.53
Br -15.64 -3.71 6.84
O -24.30 0.10 9.06
Br -27.49 -1.75 4.72
C -20.79 -2.15 2.97
C -23.74 -0.40 6.83
H -23.96 0.44 6.17
H -18.34 0.44 6.11
H -26.32 -1.70 7.62
C -17.75 -0.06 6.87
C -20.32 2.24 -0.76
H -17.60 -1.08 6.52
O -16.58 1.97 7.43
C -21.25 -5.26 -0.69
H -20.73 0.16 -1.26
C -26.22 -4.07 3.57
C -27.35 -3.07 3.28
C -20.47 0.24 4.00
O -21.28 -6.37 -1.13
H -21.93 0.97 -0.25
H -22.40 -4.37 0.96
O -17.01 2.63 5.34
H -15.78 4.66 6.97
H -20.40 0.41 0.46
H -16.67 -4.26 4.18
H -26.24 -4.78 2.75
H -17.83 -3.23 4.92
C -17.51 -4.27 4.86
H -17.10 4.31 8.09
H -17.96 -4.85 6.93
C -24.68 -0.30 7.99
H -20.02 -3.60 -1.23
C -16.39 0.61 7.01
H -28.31 -3.55 3.14
H -17.40 4.90 6.36
H -20.25 0.71 4.95
H -19.99 1.98 -2.80
C -26.15 -0.64 7.79
H -23.82 -1.38 6.36
C -17.14 -4.81 6.22
H -19.85 -4.01 0.42
H -19.65 0.43 3.29
H -22.72 -0.29 7.20
C -19.99 -4.46 -0.56
H -16.76 -5.83 6.17
H -21.76 -2.62 3.12
C -16.81 4.29 7.04
C -16.82 2.89 6.49